(1)
# H4S2

A 2-piece molecular cluster, H4S2 overall (wB97M-V/def2-TZVPD, the Open Molecules 2025 dataset).

Frontier orbital gap ... 10.4364 eV
ΔE to the lowest compared entry with this formula, charge and spin ... 0.018 eV
SMILES ... S.S
Total charge ... 0
Lowest unoccupied orbital energy ... 0.02508 hartree
E_HOMO ... -9.75 eV

```
6
Properties=species:S:1:pos:R:3:nbo_charge:R:1
S -0.0299 -1.9760 -1.7818 -0.291
H 0.3842 -0.9005 -1.0866 0.149
H -1.3074 -1.7973 -1.3975 0.141
S 0.7955 1.8933 1.2067 -0.288
H 0.6645 0.9736 2.1807 0.146
H -0.5070 1.8069 0.8785 0.143
```

(2)
# C22H14BF2I2IrN3O3

C22H14BF2I2IrN3O3 as an isolated structure (wB97M-V/def2-TZVPD, the Open Molecules 2025 dataset).

Multiplicity ... 2
Frontier orbital gap (alpha / beta) ... 6.8540 / 5.5908 eV
ΔE to the lowest compared entry with this formula, charge and spin ... 0.000 eV
Total charge ... +2
Lowest unoccupied orbital energy (alpha / beta) ... -0.27701 / -0.33215 hartree
E_HOMO (alpha / beta) ... -14.39 / -14.63 eV

```
48
Properties=species:S:1:pos:R:3:mulliken_spin:R:1
Ir 0.0916 -0.0557 0.0900 0.011
I 0.4710 5.1840 -0.0499 0.056
C 1.9712 3.7821 -0.0495 0.147
C 3.2999 4.1649 -0.0468 -0.065
C 4.3244 3.2242 0.0025 0.220
I 6.2550 3.9020 0.0591 0.119
C 4.0261 1.8106 0.0154 0.004
C 4.9866 0.7895 0.0646 0.037
C 4.5789 -0.5195 0.0379 0.014
C 3.2201 -0.8108 -0.0527 -0.016
N 2.2811 0.1283 -0.0750 0.022
C 2.6857 1.4229 -0.0292 0.109
C 1.6258 2.3977 -0.0233 0.114
O 0.4452 1.9661 0.0175 0.231
H 3.5463 5.2172 -0.0770 0.003
H 6.0377 1.0405 0.1202 0.006
H 5.2964 -1.3266 0.0722 0.001
H 2.9010 -1.8342 -0.1303 -0.006
O -5.3603 5.5879 0.0461 0.000
C -5.7761 4.3129 0.0556 0.000
O -6.9379 4.0460 0.0790 0.000
C -4.7315 3.2149 0.0355 0.000
C -5.2137 1.9111 0.0266 0.001
C -4.3537 0.8365 -0.0014 0.000
C -2.9721 1.0427 -0.0174 -0.002
C -2.4906 2.3378 -0.0073 -0.011
C -3.3632 3.4189 0.0259 0.002
N -2.0432 -0.0653 -0.0273 -0.001
C -2.4946 -1.2596 -0.0611 0.000
C -1.5911 -2.3867 -0.0007 0.003
C -2.0330 -3.6918 -0.0163 0.000
C -1.1010 -4.7209 -0.0068 0.003
C 0.2406 -4.3886 0.0412 0.000
C 0.6004 -3.0524 0.1013 0.007
N -0.2916 -2.0619 0.0679 -0.003
H -4.4066 5.6891 0.0288 0.000
H -6.2849 1.7632 0.0435 0.000
H -4.7826 -0.1549 -0.0054 0.000
H -1.4310 2.5064 -0.0240 0.008
H -2.9302 4.4108 0.0431 -0.002
H -3.5557 -1.4576 -0.1442 0.000
H -3.0969 -3.8881 -0.0294 0.000
H -1.4150 -5.7554 -0.0328 0.000
H 1.0055 -5.1517 0.0438 0.000
H 1.6317 -2.7713 0.1841 0.000
F -0.0150 1.1587 2.7250 0.000
B 0.0404 -0.0001 2.1034 -0.005
F 0.0379 -1.1079 2.8199 0.000
```

(3)
# C22H26BN9O4SV

C22H26BN9O4SV as an isolated structure (wB97M-V/def2-TZVPD, the Open Molecules 2025 dataset).

Multiplicity ... 2
Frontier orbital gap (alpha / beta) ... 5.3240 / 5.9495 eV
Total charge ... +2
Lowest unoccupied orbital energy (alpha / beta) ... -0.31351 / -0.29053 hartree
E_HOMO (alpha / beta) ... -13.85 / -13.86 eV

```
64
Properties=species:S:1:pos:R:3:mulliken_spin:R:1
V 0.9768 1.0446 0.6009 1.122
C 1.0342 1.1174 4.7301 -0.001
C 0.4910 0.6582 3.5618 0.004
N 1.1564 1.1969 2.5058 -0.055
N 2.1349 2.0121 3.0175 0.003
C 2.0667 1.9752 4.3376 0.001
B 3.0340 2.8394 2.0479 0.015
N 3.7531 1.8203 1.1317 -0.005
C 5.0287 1.6312 0.7945 0.011
C 5.0998 0.6474 -0.1820 0.001
C 3.7917 0.2706 -0.4022 0.012
N 2.9694 0.9820 0.3963 -0.037
N 2.0760 3.6524 1.1032 -0.003
C 2.0566 4.9421 0.7925 -0.001
C 1.1604 5.1607 -0.2545 -0.002
C 0.6512 3.9209 -0.5449 0.003
N 1.1917 2.9898 0.2821 -0.028
H 0.7321 0.8768 5.7348 0.000
H -0.3205 -0.0332 3.4063 0.000
H 2.7488 2.5628 4.9331 0.000
H 3.7806 3.5568 2.6398 0.000
H 5.8107 2.2015 1.2723 0.000
H 5.9839 0.2609 -0.6589 0.000
H 3.3996 -0.4745 -1.0765 0.001
H 2.6843 5.6386 1.3283 0.000
H 0.9264 6.0981 -0.7296 0.000
H -0.0726 3.6353 -1.2916 0.000
N -3.2218 0.8307 0.7315 0.002
C -3.1510 2.1830 1.0033 0.003
C -1.8412 2.5021 0.9488 0.004
N -1.1100 1.3540 0.6426 -0.013
C -1.9957 0.3653 0.5227 0.016
H -4.0662 0.2799 0.6702 0.000
H -4.0223 2.7816 1.2050 0.000
H -1.3759 3.4549 1.1195 -0.001
H -1.7788 -0.6578 0.2660 0.001
C -5.4797 -1.1072 -2.4249 0.000
C -4.1291 -1.7770 -2.4832 0.000
C -2.9788 -1.0559 -2.7877 0.000
C -1.7455 -1.6868 -2.9154 0.001
C -1.6645 -3.0621 -2.7410 0.000
C -2.8042 -3.8026 -2.4361 0.000
C -4.0180 -3.1561 -2.2945 0.000
S -0.1503 -3.9070 -3.0391 0.000
O -0.4584 -5.1150 -3.7344 0.000
O 0.7670 -2.9167 -3.5268 0.000
N 0.4098 -4.3896 -1.6022 0.000
C 1.2266 -3.5536 -0.7659 -0.001
C 0.4630 -3.0524 0.4873 0.000
C 1.2137 -1.9101 1.0543 0.000
O 2.0554 -1.8991 1.8622 -0.007
O 0.8467 -0.6253 0.4197 -0.043
H -5.3905 -0.0234 -2.3444 0.000
H -6.0763 -1.4809 -1.5920 0.000
H -6.0494 -1.3123 -3.3327 0.000
H -3.0581 0.0085 -2.9818 0.000
H -0.8628 -1.1376 -3.2151 0.000
H -2.7423 -4.8804 -2.3466 0.000
H -4.9073 -3.7379 -2.0809 0.000
H 0.2165 -5.3490 -1.3601 0.000
H 1.5380 -2.7018 -1.3693 0.000
H 2.1317 -4.0776 -0.4596 0.000
H 0.3989 -3.8216 1.2532 0.000
H -0.5349 -2.7474 0.1714 -0.001
```

(4)
# C2H7NO

A 2-piece molecular cluster, C2H7NO overall (wB97M-V/def2-TZVPD, the Open Molecules 2025 dataset).

Frontier orbital gap ... 9.1806 eV
ΔE to the lowest compared entry with this formula, charge and spin ... 0.850 eV
SMILES ... C=CO.N
Total charge ... 0
Lowest unoccupied orbital energy ... 0.02549 hartree
E_HOMO ... -8.49 eV

```
11
Properties=species:S:1:pos:R:3:nbo_charge:R:1
C -2.0963 1.0120 0.6746 -0.535
C -0.9830 0.4877 0.1841 0.153
O 0.0538 1.1905 -0.3189 -0.705
H -2.8039 0.3797 1.1869 0.202
H -2.3638 2.0538 0.5659 0.201
H -0.8048 -0.5814 0.2454 0.160
H 0.8177 0.6052 -0.4440 0.501
N 1.8204 -1.1781 -0.5259 -1.099
H 1.8628 -1.7124 0.3284 0.377
H 2.5916 -0.5128 -0.5362 0.367
H 1.9055 -1.7443 -1.3604 0.378
```

no.,largest force on an atom (eV/Å)
1,0.281
2,0.970
3,1.485
4,0.949